1.
{
  "formula": "C26H44MnN6OS",
  "method": "ωB97M-V/def2-TZVPD",
  "total_energy_ev": -80807.2439,
  "e_lumo_ev": [-5.16, -5.16],
  "spin_multiplicity": 6,
  "total_charge": 2,
  "elements": ["Mn", "C", "C", "C", "C", "C", "C", "C", "C", "C", "C", "N", "C", "C", "C", "C", "C", "N", "H", "H", "H", "H", "H", "H", "H", "H", "H", "H", "H", "H", "H", "H", "H", "H", "H", "N", "C", "C", "N", "C", "C", "H", "H", "H", "H", "H", "H", "H", "H", "H", "H", "H", "C", "N", "C", "C", "N", "H", "H", "H", "H", "H", "H", "C", "C", "S", "O", "C", "C", "H", "H", "H", "H", "H", "H", "H", "H", "H", "H"],
  "xyz": [[-0.1204, -0.1676, 0.1762], [-4.0715, 2.1569, -3.7193], [-2.6670, 2.4031, -3.1551], [-1.6168, 1.4872, -3.7487], [-1.2764, 1.6941, -5.0818], [-0.2625, 0.9854, -5.6962], [0.4652, 0.0706, -4.9565], [0.1656, -0.1690, -3.6234], [0.9813, -1.2138, -2.9015], [0.4764, -2.6248, -3.2082], [-0.9161, 0.5008, -3.0202], [-1.2371, 0.2218, -1.6663], [-2.4818, 0.0167, -1.3377], [-2.9147, -0.0925, 0.0025], [-4.2131, -0.2977, 0.4913], [-4.1179, -0.2939, 1.8780], [-2.7668, -0.0914, 2.1776], [-2.0296, 0.0336, 1.0644], [-4.7933, 2.8188, -3.2406], [-4.3985, 1.1278, -3.5609], [-4.0947, 2.3440, -4.7921], [-2.6903, 2.3289, -2.0694], [-2.3813, 3.4303, -3.3931], [-1.8129, 2.4519, -5.6409], [-0.0245, 1.1650, -6.7359], [1.2831, -0.4711, -5.4183], [0.9523, -1.0388, -1.8224], [2.0247, -1.1267, -3.2103], [-0.5684, -2.7232, -2.9090], [1.0687, -3.3803, -2.6852], [0.5412, -2.8169, -4.2783], [-3.2403, -0.0892, -2.1113], [-5.1017, -0.4132, -0.1109], [-4.9188, -0.4054, 2.5907], [-2.3157, -0.0411, 3.1592], [4.3427, -1.7416, 2.9566], [3.5212, -2.7890, 2.2627], [2.6351, -2.0999, 1.2242], [1.7747, -1.0728, 1.8072], [2.5568, -0.0935, 2.5565], [3.4541, -0.7316, 3.6193], [4.9206, -1.2687, 2.2586], [4.9772, -2.1646, 3.6352], [2.9152, -3.2849, 3.0199], [4.1831, -3.5213, 1.8038], [2.0177, -2.8451, 0.7282], [3.2644, -1.6260, 0.4634], [1.0775, -1.5057, 2.4075], [1.8897, 0.6149, 3.0435], [3.1664, 0.4684, 1.8443], [2.8590, -1.2593, 4.3638], [4.0669, 0.0144, 4.1225], [-1.5863, -5.1739, -1.3863], [-1.8774, -4.1627, -0.3709], [-3.2004, -4.1851, 0.2631], [-1.0544, -3.2037, -0.0937], [-0.3130, -2.3479, 0.1729], [-1.7451, -6.1644, -0.9610], [-0.5555, -5.0880, -1.7186], [-2.2485, -5.0501, -2.2439], [-3.3440, -5.1376, 0.7731], [-3.9783, -4.0660, -0.4916], [-3.2815, -3.3714, 0.9807], [3.0587, 3.1190, -1.4488], [1.9463, 3.8238, -0.6884], [1.5759, 2.9049, 0.8379], [1.2220, 1.5054, 0.3696], [-0.0113, 3.6963, 1.2947], [0.0909, 4.3340, 2.6745], [3.2484, 3.6417, -2.3844], [2.7672, 2.0954, -1.6820], [3.9866, 3.1045, -0.8751], [1.0278, 3.8700, -1.2738], [2.2384, 4.8250, -0.3666], [-0.7375, 2.8823, 1.2685], [-0.2716, 4.4297, 0.5332], [0.2945, 3.5860, 3.4419], [-0.8456, 4.8297, 2.9253], [0.8833, 5.0823, 2.7060]],
  "atomic_forces_ev_per_a": [[0.1, 0.4, 0.1], [0.1, 0.0, 0.1], [-0.1, -0.1, -0.1], [0.1, -0.1, 0.3], [0.0, 0.0, 0.0], [0.0, 0.0, 0.0], [0.0, 0.0, 0.0], [-0.1, 0.0, 0.2], [-0.2, 0.0, -0.1], [0.1, 0.1, 0.2], [0.1, 0.2, -0.4], [-0.1, -0.2, 0.5], [0.2, 0.0, -0.3], [-0.2, -0.1, 0.4], [0.1, 0.0, -0.2], [0.0, 0.0, 0.2], [-0.1, -0.1, 0.1], [0.4, 0.1, -0.4], [0.0, 0.0, -0.1], [0.0, 0.0, 0.0], [0.0, 0.0, 0.0], [0.0, 0.0, 0.1], [0.0, 0.0, 0.0], [0.0, 0.0, 0.0], [0.0, 0.0, 0.0], [0.0, 0.0, 0.0], [0.1, 0.0, 0.1], [0.0, 0.0, 0.0], [0.0, 0.0, 0.0], [0.0, 0.0, 0.0], [0.0, 0.0, 0.0], [0.0, 0.1, -0.1], [0.0, 0.0, 0.0], [0.0, 0.0, 0.0], [0.0, 0.0, 0.0], [0.0, -0.1, 0.1], [-0.3, -0.1, -0.4], [0.1, 0.0, 0.2], [-0.1, 0.1, 0.0], [0.0, -0.2, 0.1], [-0.3, 0.4, 0.0], [0.1, 0.0, 0.0], [0.0, 0.0, 0.0], [0.1, 0.0, 0.1], [0.1, 0.1, 0.0], [0.0, 0.0, 0.0], [0.0, 0.0, 0.0], [0.0, -0.1, 0.0], [0.0, 0.0, 0.0], [0.0, 0.1, 0.0], [0.1, -0.1, 0.0], [0.1, -0.1, 0.0], [0.1, -0.1, -0.1], [-0.2, 0.0, 0.1], [-0.2, 0.0, 0.1], [0.1, 0.0, -0.2], [0.0, -0.1, 0.0], [0.0, 0.0, 0.0], [0.0, 0.0, 0.0], [0.0, 0.0, 0.0], [0.0, 0.0, 0.0], [0.1, 0.0, 0.0], [0.0, 0.0, 0.0], [0.0, 0.0, 0.1], [0.1, -0.3, 0.1], [-0.4, 0.6, -0.3], [-0.2, -0.7, -0.1], [0.2, 0.1, 0.2], [0.0, 0.0, 0.0], [0.0, 0.0, 0.0], [0.0, 0.0, 0.0], [0.0, 0.0, 0.0], [-0.1, 0.0, 0.0], [-0.1, 0.0, 0.0], [0.0, 0.0, -0.1], [0.0, 0.0, -0.1], [0.0, 0.0, 0.0], [0.0, 0.0, 0.0], [0.0, 0.0, 0.0]],
  "lowdin_charge": [0.877, -0.080, -0.206, -0.164, -0.035, -0.057, -0.042, -0.182, -0.211, -0.085, -0.168, 0.010, -0.091, -0.346, -0.040, -0.086, -0.173, -0.064, 0.080, 0.067, 0.075, 0.093, 0.117, 0.122, 0.113, 0.121, 0.045, 0.116, 0.066, 0.068, 0.086, 0.136, 0.113, 0.099, 0.099, 0.064, -0.084, -0.189, -0.090, -0.196, -0.083, 0.187, 0.191, 0.143, 0.143, 0.104, 0.137, 0.119, 0.128, 0.117, 0.143, 0.144, -0.010, -0.164, 0.002, -0.225, 0.144, 0.101, 0.085, 0.104, 0.100, 0.103, 0.090, -0.126, -0.368, 0.983, -0.634, -0.356, -0.129, 0.090, 0.063, 0.079, 0.098, 0.105, 0.082, 0.093, 0.072, 0.088, 0.079]
}



2.
{
  "formula": "C26H45B2FN7O4Sc",
  "method": "ωB97M-V/def2-TZVPD",
  "total_energy_ev": -71092.1423,
  "e_lumo_ev": 0.17,
  "spin_multiplicity": 1,
  "total_charge": 0,
  "elements": ["Sc", "C", "C", "C", "C", "C", "C", "N", "N", "B", "N", "C", "C", "C", "N", "C", "C", "C", "N", "C", "C", "C", "N", "C", "C", "C", "H", "H", "H", "H", "H", "H", "H", "H", "H", "H", "H", "H", "H", "H", "H", "H", "H", "H", "H", "H", "H", "H", "H", "H", "H", "H", "H", "H", "N", "C", "C", "O", "O", "H", "H", "H", "H", "H", "F", "C", "C", "C", "O", "B", "O", "C", "C", "C", "H", "H", "H", "H", "H", "H", "H", "H", "H", "H", "H", "H"],
  "xyz": [[-16.3978, 4.1459, 8.0835], [-16.0076, 2.0783, 12.2900], [-17.0420, 3.0459, 11.6509], [-18.2050, 3.1702, 12.6209], [-16.4846, 4.4078, 11.3641], [-15.9174, 5.2174, 12.3619], [-15.6229, 6.3782, 11.7149], [-15.9893, 6.3035, 10.4280], [-16.5167, 5.0645, 10.1663], [-15.7335, 7.4769, 9.4954], [-17.0405, 8.2738, 9.2856], [-17.0479, 9.6269, 9.2376], [-18.2987, 10.0478, 8.8184], [-19.0142, 8.8457, 8.6099], [-18.2588, 7.7789, 8.9025], [-20.4276, 8.6532, 8.0290], [-20.3423, 7.9990, 6.6605], [-21.2913, 7.9274, 9.0928], [-15.2031, 7.0567, 8.0978], [-14.4670, 7.8997, 7.3287], [-14.4317, 7.3903, 6.0383], [-15.1675, 6.2008, 6.1099], [-15.6372, 6.0430, 7.3451], [-15.5378, 5.2484, 5.0126], [-15.4737, 3.7706, 5.5195], [-14.6252, 5.4574, 3.8031], [-16.3896, 1.0388, 12.2898], [-15.7865, 2.3959, 13.3052], [-15.0657, 2.1635, 11.7221], [-17.3601, 2.6364, 10.6817], [-17.8076, 3.4902, 13.5699], [-18.6955, 2.2047, 12.7410], [-18.9484, 3.9392, 12.3041], [-15.6261, 4.9316, 13.3591], [-15.1769, 7.2857, 12.0986], [-14.9372, 8.2416, 9.9779], [-16.1041, 10.1505, 9.4573], [-18.6226, 11.0686, 8.6414], [-20.8416, 9.6520, 7.8850], [-19.6827, 7.1313, 6.5906], [-20.0144, 8.7375, 5.9237], [-21.3673, 7.6657, 6.3716], [-21.0503, 6.8318, 9.1844], [-22.3700, 7.9667, 8.8802], [-21.1859, 8.3367, 10.0784], [-13.9970, 8.7665, 7.8046], [-13.9155, 7.8083, 5.1696], [-16.5841, 5.4037, 4.7074], [-14.8147, 3.6518, 6.3713], [-15.0846, 3.1479, 4.7228], [-16.4992, 3.4408, 5.8012], [-13.5740, 5.3940, 4.0904], [-14.7572, 6.4583, 3.3812], [-14.8794, 4.7445, 3.0456], [-19.3927, 4.7462, 9.2163], [-20.0719, 4.1735, 8.0064], [-19.1568, 4.1677, 6.8083], [-19.5587, 3.6433, 5.8032], [-18.0625, 4.8565, 6.9719], [-20.0220, 4.8403, 10.0076], [-18.9414, 5.6613, 9.0450], [-18.6154, 4.1305, 9.4909], [-20.9814, 4.7780, 7.8418], [-20.3304, 3.1269, 8.2131], [-17.5936, 2.7322, 8.3877], [-11.6242, 5.3157, 9.1572], [-11.8172, 3.8839, 8.6708], [-10.5947, 3.4412, 7.8585], [-12.9995, 3.8923, 7.8241], [-14.0724, 3.6318, 8.7005], [-13.6259, 3.1302, 9.9243], [-12.2276, 2.8787, 9.8231], [-11.6017, 3.1788, 11.1805], [-11.9929, 1.4309, 9.4525], [-11.6138, 5.9125, 8.2513], [-10.6771, 5.3994, 9.6977], [-12.4439, 5.6103, 9.8085], [-10.3575, 4.2363, 7.1700], [-10.8339, 2.5664, 7.2199], [-9.7451, 3.1778, 8.4892], [-11.7870, 4.1884, 11.5145], [-10.5132, 2.9875, 11.1258], [-12.0782, 2.4624, 11.8859], [-12.3418, 1.2677, 8.4181], [-12.5273, 0.7901, 10.1277], [-10.9415, 1.2144, 9.4866]],
  "atomic_forces_ev_per_a": [[0.7, 0.3, 0.1], [0.3, 0.4, -1.0], [0.2, -0.5, -0.6], [-0.8, 0.5, -0.6], [0.3, 0.3, 0.2], [0.0, -0.7, -0.5], [0.2, 0.8, -0.2], [0.5, -0.6, 0.6], [-0.1, -0.1, 1.3], [-0.7, 0.1, -0.9], [-0.7, 0.7, -0.1], [0.3, -0.2, 0.0], [0.2, -0.2, -0.1], [-0.1, -0.2, -0.3], [0.4, 0.3, 0.1], [1.1, 0.0, 1.4], [-1.2, -0.4, -0.4], [-0.4, -1.2, -0.8], [0.9, 1.0, -0.2], [0.0, -0.3, 0.4], [0.4, 0.3, 0.0], [-0.5, 0.5, -0.2], [0.1, 0.0, -0.1], [0.2, -0.7, 0.1], [-0.9, 0.7, -0.2], [-0.1, 0.7, 0.5], [0.3, 0.6, 0.0], [-0.1, -0.1, 0.2], [-0.3, -0.4, 0.2], [-0.1, -0.2, 0.3], [0.0, 0.1, 0.5], [-0.1, 0.0, 0.1], [0.4, -0.6, 0.2], [-0.3, 0.1, 0.0], [0.0, -0.1, -0.2], [0.0, -0.2, 0.0], [-0.9, -0.2, -0.1], [0.0, -0.3, 0.1], [-0.1, 0.0, 0.1], [0.1, 0.1, 0.3], [0.0, -0.2, 0.0], [0.6, 0.2, 0.0], [0.0, 1.0, -0.2], [0.3, 0.0, -0.3], [0.3, 0.4, 0.5], [-0.3, -0.4, -0.4], [-0.3, -0.2, 0.5], [0.3, 0.3, 0.1], [0.6, 0.0, 0.1], [-0.2, -0.4, 0.1], [0.5, -0.1, -0.5], [0.0, -0.3, -0.1], [-0.1, -0.1, 0.0], [0.1, -0.5, -0.5], [0.3, -0.3, 0.1], [-0.7, -0.1, 0.8], [0.8, 1.5, -0.2], [-0.1, -0.5, -0.5], [-0.5, -0.4, 0.0], [-0.1, 0.0, 0.1], [-0.1, 0.5, -0.3], [-0.3, -0.1, 0.0], [0.4, -0.4, -0.2], [-0.1, 0.4, 0.1], [-0.4, -0.8, 0.7], [0.2, -0.6, 0.0], [0.4, -0.8, 0.2], [-0.9, -0.7, -0.3], [0.1, -0.2, 1.1], [-0.7, -0.3, -0.6], [-0.4, 0.1, -0.4], [0.7, 1.2, -0.1], [0.1, -1.0, -0.1], [-0.3, 0.5, -1.1], [0.0, 0.4, 0.1], [-0.1, 0.2, -0.1], [-0.1, 0.2, 0.0], [0.4, 0.3, -0.2], [0.1, 0.4, 0.5], [0.0, 0.2, 0.0], [-0.1, 0.2, 0.1], [-0.4, 0.1, 0.2], [0.5, 0.5, -0.2], [0.0, -0.1, 0.4], [-0.3, -0.4, 0.3], [0.5, -0.3, 0.1]],
  "lowdin_charge": [0.974, -0.039, -0.372, -0.069, -0.254, 0.008, -0.055, 0.007, 0.044, -0.536, -0.036, -0.087, -0.019, -0.285, 0.131, -0.352, -0.063, -0.066, 0.002, -0.043, 0.010, -0.253, 0.012, -0.314, -0.052, -0.068, 0.092, 0.072, 0.072, 0.112, 0.072, 0.084, 0.082, 0.116, 0.130, 0.119, 0.122, 0.097, 0.127, 0.063, 0.082, 0.088, 0.055, 0.076, 0.066, 0.129, 0.110, 0.146, 0.018, 0.096, 0.072, 0.092, 0.079, 0.071, 0.167, -0.056, -0.670, 0.093, -0.156, 0.150, 0.099, 0.083, 0.136, 0.143, -0.367, -0.007, -0.476, -0.008, 0.020, -0.494, 0.021, -0.513, -0.005, -0.008, 0.092, 0.094, 0.089, 0.079, 0.095, 0.089, 0.074, 0.098, 0.100, 0.105, 0.088, 0.081]
}



Q: Number 2 is which compound?
A: C26H45B2FN7O4Sc